# 1
DFT (the ωB97M-V functional and the def2-TZVPD basis) results for a 5-piece molecular cluster, C35H52BBr2F10N4O7P overall at a distorted geometry.

Atoms and positions in Å:
C  -0.040736  -0.187734  2.403333
C  1.087507  0.248187  1.381535
C  1.105464  -0.756558  0.125849
Br  2.600087  -1.980021  0.390666
N  0.953505  -0.058364  -1.198044
C  -0.229075  -0.616394  -1.955127
C  -1.629258  0.061318  -1.622160
O  -2.681624  -0.781435  -2.032614
C  -3.884695  -0.113107  -2.295874
C  -3.954104  1.057258  -3.208377
C  -5.169734  1.779861  -3.519184
C  -5.069969  3.024509  -4.460018
C  -6.416342  1.285687  -2.921683
C  -6.359068  0.122549  -2.061453
C  -5.111145  -0.603665  -1.702291
C  -5.304871  -1.810580  -0.753130
C  -4.093159  -2.757070  -0.485563
C  -5.908740  -1.298063  0.642529
C  0.150736  -0.834453  -3.513425
N  -0.608778  -2.058573  -3.834558
Br  -0.639265  0.406002  -4.878411
C  1.735804  -0.839001  -3.331720
C  2.597433  -2.136943  -3.493787
F  3.697488  -2.248594  -2.653101
F  3.163063  -2.054436  -4.794925
C  1.912815  -3.529893  -3.502470
C  1.568688  -4.156637  -4.804652
C  0.897498  -5.452598  -4.901060
C  0.533328  -6.213698  -3.709077
C  0.866394  -5.626856  -2.423773
C  0.506287  -6.343668  -1.084397
F  0.354935  -7.686218  -1.223126
F  1.487231  -6.077239  -0.146083
F  -0.644209  -5.749430  -0.582092
C  1.556632  -4.328360  -2.346926
C  2.044737  0.248920  -2.154537
P  1.687062  1.991557  -2.918305
N  0.217544  2.528592  -2.657751
N  3.446092  0.475139  -1.750600
C  3.636355  1.243844  -0.519463
C  4.329999  0.870551  -2.823474
C  5.086082  2.276908  -2.945434
O  4.661325  0.142915  -3.733604
H  -1.075682  0.057712  2.051352
H  0.192362  0.243391  3.406668
H  -0.021562  -1.311801  2.533548
H  2.057321  0.121236  1.944324
H  1.045439  1.333862  1.083133
H  0.176318  -1.368591  0.303480
H  0.522762  0.843002  -0.873416
H  -0.492864  -1.691746  -1.713842
H  -1.659290  0.089163  -0.481093
H  -1.674225  1.125773  -1.952797
H  -2.985823  1.377981  -3.655906
H  -5.960097  3.043261  -5.134847
H  -5.000828  3.940755  -3.805091
H  -4.090936  2.967871  -5.003941
H  -7.372483  1.796438  -3.164762
H  -7.340281  -0.230163  -1.648683
H  -6.129526  -2.446516  -1.198069
H  -4.480388  -3.636320  0.110581
H  -3.578785  -3.179733  -1.383615
H  -3.383758  -2.231564  0.223251
H  -7.013832  -1.153172  0.549663
H  -5.460475  -0.286125  0.829383
H  -5.670585  -1.999352  1.486036
H  -1.575812  -1.767553  -4.039112
H  -0.276938  -2.346333  -4.768878
H  2.049181  -0.213320  -4.226274
H  1.761321  -3.655901  -5.784501
H  0.629407  -5.864407  -5.899827
H  -0.003858  -7.189605  -3.786932
H  1.798924  -3.980722  -1.322213
H  1.900395  1.937599  -4.333692
H  2.543654  2.987529  -2.337772
H  0.251269  3.406372  -2.134175
H  3.620670  0.630124  0.427161
H  4.628813  1.770814  -0.443016
H  2.867892  2.061260  -0.336273
H  4.798501  2.664835  -3.961590
H  6.193356  2.095551  -2.895893
H  4.791827  3.003558  -2.148865
C  0.913252  3.337429  5.528452
C  2.091790  4.174590  5.145437
O  2.431201  3.688118  3.858033
C  1.261513  3.239876  3.322083
O  1.102075  3.007740  2.162520
O  0.295817  3.094931  4.264791
F  3.137156  3.952917  5.979007
H  1.202010  2.385001  5.980093
H  0.236366  3.855754  6.204515
H  1.883585  5.245461  5.089527
O  -1.228578  5.450525  5.182035
H  -1.243249  4.939453  4.363550
H  -2.141180  5.743545  5.289504
B  -7.347411  0.837902  3.166037
F  -8.185194  -0.084471  2.475101
F  -8.061597  1.408450  4.252159
F  -6.196324  0.155023  3.658644
F  -6.938091  1.868100  2.270693
C  4.860108  0.881260  7.743623
C  5.281882  0.297876  6.404401
C  6.670281  0.773670  6.006364
O  4.342129  0.681900  5.400470
H  4.821434  1.974037  7.698517
H  3.857815  0.540121  8.011925
H  5.552025  0.589902  8.536591
H  5.269139  -0.792840  6.458884
H  6.692997  1.862795  5.901830
H  6.955870  0.355978  5.038390
H  7.416343  0.479450  6.747488
H  4.346140  1.646143  5.344188

Atoms 1-2, force components in eV/Å:
0.278 -0.447 -0.462
0.435 -0.494 0.250

Output
Strongest force on any atom   0.0723 Eh/bohr
Total energy   -8623.38444 Ha
Energy above the lowest of the compared OMol25 structures with the same formula, charge and spin   552.5 kJ/mol
Gap between HOMO and LUMO   0.2590 hartree


# 2
DFT (the ωB97M-V functional and the def2-TZVPD basis) results for an isolated ion of composition C4H8N3O3 and charge +1 at a distorted geometry.

Atoms and positions in Å:
C  -2.023555  0.638654  -0.067076
C  -0.698442  0.111184  0.551508
N  -0.958128  -0.578087  1.940939
O  -1.918622  -1.222077  1.997860
O  -0.057054  -0.450797  2.786360
C  0.306637  -0.717270  -0.261086
C  1.718491  -0.439896  0.265223
N  1.484215  0.959937  0.714636
N  0.229646  1.232072  0.882512
O  -0.106834  2.352710  1.124873
H  -2.697522  0.085436  0.538776
H  -2.178277  0.628271  -1.145686
H  -2.297260  1.676079  0.207243
H  0.117321  -0.293915  -1.220108
H  0.034814  -1.791645  -0.317543
H  2.091336  -1.123327  0.950432
H  2.395776  -0.494371  -0.681511
H  2.266267  1.522588  0.911771

Atoms 1-2, force components in eV/Å:
0.719 0.785 1.047
0.116 0.266 -0.150

Output
Total charge   +1
Strongest force on any atom   0.0854 Eh/bohr
Total energy   -546.72006 Ha
Energy above the lowest of the compared OMol25 structures with the same formula, charge and spin   367.5 kJ/mol
Gap between HOMO and LUMO (spin up / spin down)   0.3629 / 0.3628 hartree
SMILES   C[C@@]1([N+](=O)[O-])CCN[N+]1=O